Below is a molecular structure, C26H14Br2Cl5CrN2OS, with properties calculated with ωB97M-V/def2-TZVPD.

Cartesian coordinates (Å):
Cr -0.2600 -0.0919 -0.1000
Cl 0.1240 -0.9572 2.5978
C 1.6764 -0.4222 2.0081
C 1.6804 0.0637 0.7132
C 2.9032 0.5501 0.2646
Cl 3.0135 1.2401 -1.3215
C 4.0550 0.5072 1.0493
Cl 5.5558 1.0980 0.4479
C 3.9966 -0.0172 2.3417
Cl 5.4079 -0.0765 3.3225
C 2.7842 -0.4843 2.8445
Cl 2.6713 -1.1092 4.4413
C -0.8605 2.2804 2.2026
C -0.6306 2.8642 0.8469
C -0.6270 4.2717 0.6972
C -0.3990 4.8237 -0.5250
C -0.1917 3.9819 -1.6386
C 0.0368 4.4851 -2.9408
C 0.2120 3.6226 -3.9846
C 0.1660 2.2315 -3.7719
C -0.0438 1.7145 -2.5196
S -0.1039 -0.0149 -2.2171
C -0.2230 2.5910 -1.4198
N -0.4241 2.0548 -0.1736
H -1.2890 3.0240 2.8708
H 0.0865 1.9444 2.6311
H -1.5276 1.4227 2.1403
H -0.8033 4.8860 1.5685
H -0.3824 5.8982 -0.6594
H 0.0643 5.5568 -3.0910
H 0.3845 3.9960 -4.9848
H 0.2972 1.5595 -4.6095
C 1.8745 -2.7778 -0.8543
C 0.4678 -3.1557 -0.5173
C 0.0829 -4.5188 -0.5237
C -1.1817 -4.8849 -0.1767
C -2.1162 -3.8942 0.1905
C -3.4556 -4.1282 0.5906
Br -4.1270 -5.8957 0.6502
C -4.2724 -3.0911 0.9385
C -3.8044 -1.7664 0.8991
Br -4.9644 -0.3725 1.3993
C -2.5150 -1.4757 0.5017
O -2.0242 -0.2594 0.4321
C -1.6685 -2.5619 0.1577
N -0.3961 -2.2137 -0.1922
H 2.3596 -3.5728 -1.4166
H 2.4419 -2.6131 0.0636
H 1.9044 -1.8555 -1.4315
H 0.8164 -5.2596 -0.8088
H -1.4805 -5.9239 -0.1817
H -5.2913 -3.2739 1.2483

Cartesian forces, eV/Å:
0.462 0.213 0.062
-0.019 -0.133 0.315
0.009 -0.031 0.103
-0.318 -0.044 0.083
-0.101 -0.003 -0.077
0.040 0.012 -0.024
0.044 -0.010 0.054
-0.006 0.006 -0.010
-0.014 -0.025 0.052
0.007 0.002 -0.004
0.058 0.061 -0.136
-0.023 -0.005 -0.014
-0.006 -0.077 0.016
-0.005 0.078 0.038
0.012 -0.030 -0.086
-0.012 -0.059 0.036
0.008 -0.009 -0.004
-0.001 -0.036 -0.065
0.004 0.056 0.044
-0.015 -0.022 0.081
-0.078 0.016 -0.044
0.020 -0.016 -0.539
0.004 0.140 -0.088
0.088 -0.246 0.006
-0.008 0.009 0.020
0.003 -0.005 -0.007
-0.002 0.011 0.012
0.002 0.010 0.007
0.002 0.019 -0.002
-0.001 0.011 0.004
0.002 0.039 -0.004
0.005 -0.049 0.006
0.041 0.042 -0.027
-0.101 0.010 0.012
-0.005 0.074 0.024
0.046 -0.036 -0.035
-0.071 0.106 0.046
0.040 0.067 -0.014
-0.037 -0.025 0.012
-0.007 -0.064 -0.006
0.198 -0.053 -0.074
0.023 0.051 -0.005
-0.312 -0.061 0.112
-0.129 0.346 0.116
-0.094 -0.334 -0.003
0.187 0.061 -0.005
0.008 -0.013 -0.014
0.028 -0.003 0.017
0.012 0.010 0.000
0.002 -0.015 0.003
0.007 -0.011 0.007
0.000 -0.034 -0.001

Computed properties:
Gap between HOMO and LUMO (alpha / beta): 7.34 / 7.51 eV
LUMO energy (alpha / beta): -0.65 / -0.48 eV
Multiplicity: 2

***

Below is 2 unconnected molecules or ions with the total composition C7H15FN5, with properties calculated with ωB97M-V/def2-TZVPD.

Cartesian coordinates (Å):
C -0.8636 0.0067 1.8099
C 2.2618 -0.5711 -0.1250
C 1.9212 -0.7883 -2.6897
C -2.2602 -0.8369 4.8630
C -0.2529 1.4280 -1.7264
C 1.7122 0.0431 -1.4145
C 0.2613 0.2697 -1.3250
N -1.8472 -0.8998 1.4745
N -0.8022 0.1157 3.0801
N -2.4469 -1.3137 2.5787
N -1.7574 -0.7248 3.5085
N -1.6192 1.6094 -1.7501
F -0.4481 -0.8096 -0.8287
H 1.5062 -1.1660 0.4802
H 2.6176 0.3446 0.5287
H 3.1926 -1.2087 -0.3342
H 1.1997 -0.3242 -3.4649
H 1.6570 -1.8074 -2.6602
H 2.9001 -0.7416 -3.0110
H -1.5485 -0.3614 5.4847
H -3.1961 -0.2791 4.9216
H -2.5172 -1.9476 5.1149
H 0.4215 2.0866 -2.2293
H -0.3288 0.6379 1.0971
H 2.1699 0.9725 -1.6754
H -2.1907 0.7855 -1.8332
H -2.0418 -1.2022 0.5020
H -1.8732 2.6255 -1.9976

Cartesian forces, eV/Å:
-0.578 -0.183 -2.179
1.726 0.979 1.414
-2.637 1.456 -0.820
-1.257 -1.752 0.483
-1.518 -2.296 0.384
-0.406 -2.283 -0.548
1.440 1.280 0.468
0.578 0.899 0.077
-0.477 -0.321 1.915
1.481 0.202 -0.858
-1.224 -0.374 -0.838
0.083 3.476 -0.269
-0.570 0.522 -0.371
1.008 0.600 -0.941
-0.629 -1.973 -0.894
-1.432 0.843 0.449
1.503 -0.710 0.819
-0.466 -1.348 0.537
2.152 0.228 -0.866
0.725 0.038 0.845
0.086 0.012 -0.070
0.902 2.107 -0.469
0.112 0.679 0.161
0.023 -0.533 0.140
0.333 0.765 0.398
-0.400 0.644 -0.363
-0.193 0.022 1.016
-0.365 -2.980 0.378

Computed properties:
Total charge: +1
Gap between HOMO and LUMO: 6.83 eV
LUMO energy: -4.38 eV
Multiplicity: 1

***

Below is C25H28N4O7 in the gas phase, with properties calculated with ωB97M-V/def2-TZVPD.

Cartesian coordinates (Å):
C 2.3256 -5.2417 -2.7777
C 1.3604 -4.3902 -3.5895
O 1.4406 -3.0123 -3.2178
C 2.3893 -2.2762 -3.8082
O 3.1576 -2.7050 -4.6278
C 2.3538 -0.8389 -3.3276
C 2.5279 -0.7732 -1.8083
C 2.3525 0.6559 -1.3110
N 1.0470 1.1531 -1.7000
C 0.7051 2.3806 -1.0139
C 0.3016 2.0817 0.4057
N 0.9254 2.7005 1.3484
C 0.5985 2.4336 2.6438
C 1.2825 3.1026 3.6723
C 0.9760 2.8440 4.9830
C -0.0205 1.9102 5.2951
N -0.3284 1.6503 6.6764
O -1.1877 0.8301 6.9198
O 0.2918 2.2687 7.5172
C -0.7100 1.2385 4.3027
C -0.4034 1.4982 2.9711
C -1.1247 0.8151 1.8971
O -2.0310 0.0303 2.0516
N -0.6910 1.1764 0.6112
C -1.3398 0.5066 -0.4688
C -2.2499 1.1652 -1.2681
C -2.9131 0.5041 -2.2893
C -2.6731 -0.8489 -2.4894
O -3.2506 -1.6097 -3.4546
C -4.1919 -1.0099 -4.3133
C -1.7767 -1.5271 -1.6602
C -1.1068 -0.8677 -0.6451
O -0.2152 -1.4401 0.1954
C -0.0710 -2.8426 0.1583
C 0.9298 1.2183 -3.1413
C 1.0193 -0.1929 -3.7132
H 2.2027 -6.2868 -3.0464
H 3.3491 -4.9425 -2.9895
H 2.1358 -5.1240 -1.7132
H 0.3234 -4.6778 -3.4018
H 1.5837 -4.4809 -4.6571
H 3.1757 -0.3094 -3.8201
H 3.5152 -1.1425 -1.5257
H 1.7723 -1.3969 -1.3369
H 3.1584 1.2974 -1.7125
H 2.4171 0.6729 -0.2207
H 1.5344 3.1048 -0.9762
H -0.1366 2.8497 -1.5291
H 2.0446 3.8145 3.4005
H 1.4864 3.3452 5.7916
H -1.4796 0.5212 4.5475
H -2.4571 2.2096 -1.0867
H -3.6154 1.0483 -2.8984
H -5.0513 -0.6224 -3.7581
H -4.5238 -1.8006 -4.9840
H -3.7422 -0.2030 -4.9006
H -1.6346 -2.5786 -1.8447
H 0.6439 -3.0840 0.9434
H -1.0215 -3.3411 0.3675
H 0.3174 -3.1800 -0.8079
H 1.7155 1.8545 -3.5879
H -0.0443 1.6453 -3.3925
H 0.2021 -0.7873 -3.3034
H 0.9199 -0.1575 -4.7995

Cartesian forces, eV/Å:
-0.165 0.360 -0.151
0.145 -0.470 -0.201
-0.259 0.026 0.273
0.304 0.522 -0.120
0.086 -0.167 -0.100
-0.180 -0.209 0.082
0.131 0.218 -0.044
0.041 -0.275 0.113
0.229 0.234 -0.015
0.075 -0.069 -0.221
0.504 0.484 0.107
0.369 0.314 -0.600
-0.504 -0.436 0.510
-0.156 -0.147 -0.026
-0.068 -0.057 0.169
0.157 0.114 -1.322
-0.157 -0.136 0.536
-0.178 -0.169 0.093
0.117 0.116 0.211
0.011 0.020 0.331
0.417 0.368 0.098
-0.128 0.033 0.217
0.018 -0.022 0.087
-0.268 -0.306 0.064
-0.444 -0.156 -0.182
0.350 -0.264 0.390
-0.233 -0.207 -0.433
0.077 0.216 0.148
0.220 -0.121 0.227
-0.151 0.103 -0.139
0.060 -0.147 0.137
-0.223 0.158 -0.178
-0.110 0.442 -0.149
0.033 -0.294 0.023
-0.207 -0.192 -0.144
0.126 0.223 -0.043
0.002 -0.139 -0.003
0.082 -0.025 -0.003
-0.015 -0.035 0.101
0.099 0.064 -0.049
-0.125 0.006 0.156
-0.053 -0.131 0.004
0.022 -0.046 0.033
-0.002 -0.044 0.077
-0.013 0.028 0.063
0.088 0.024 -0.014
-0.173 -0.065 0.051
0.043 0.007 -0.019
0.082 0.076 -0.024
0.020 0.017 -0.006
-0.011 -0.005 0.012
0.002 0.097 0.054
-0.082 0.016 -0.084
0.039 0.000 -0.014
-0.004 0.090 0.026
-0.016 -0.016 0.035
0.072 -0.142 0.004
-0.048 -0.028 -0.074
0.014 0.033 -0.012
-0.006 0.030 0.026
-0.039 0.046 0.011
0.043 0.040 -0.004
-0.028 0.024 -0.056
-0.035 -0.026 -0.040

Computed properties:
Gap between HOMO and LUMO: 7.81 eV
SMILES string: CCOC(=O)C1CCN(Cc2nc3ccc([N+](=O)[O-])cc3c(=O)n2-c2ccc(OC)cc2OC)CC1
LUMO energy: -0.58 eV
Multiplicity: 1

***

Below is C3HBrClNS in the gas phase, with properties calculated with ωB97M-V/def2-TZVPD.

Cartesian coordinates (Å):
C 0.2625 -1.1207 0.1562
C -0.6678 0.0604 -0.0121
C -0.2404 1.2769 0.0349
N 1.5379 -0.9627 0.1897
S 2.3836 0.3369 -0.0372
Cl -2.4042 -0.3030 -0.2778
Br -0.7001 2.9593 -0.2798
H -0.1715 -2.2471 0.2261

Cartesian forces, eV/Å:
0.087 -2.326 0.070
-0.722 -1.175 0.003
2.964 -0.571 -0.299
-1.808 -1.439 -0.141
-2.185 1.688 0.264
1.196 0.011 0.299
-0.422 0.765 -0.067
0.890 3.048 -0.129

Computed properties:
Gap between HOMO and LUMO: 6.70 eV
LUMO energy: -2.09 eV
Multiplicity: 1

***

Relative energy (zero: lowest compared OMol25 entry of this formula, charge and spin) / eV: 0.000; 0.812; 0.000; 2.576